(1)
Formula: C29H45N2
Source: the Open Molecules 2025 dataset
Level of theory: wB97M-V/def2-TZVPD

The HOMO-LUMO gap is 4.22 eV. For the energy above the lowest of the compared OMol25 structures with the same formula, charge and spin, the calculation gives 0.2 kcal per mole. The total charge is +1. For the highest occupied orbital energy, the calculation gives -9.74 eV. For the lowest unoccupied orbital energy, the calculation gives -5.517 eV.

Last column: Löwdin charge in e.
Element x y z (Å)
C  3.518240  -5.843006  -1.234120  -0.047
C  2.730653  -4.655815  -0.774784  -0.265
C  1.399572  -4.781753  -0.379169  -0.010
C  0.647115  -3.696970  0.087118  -0.202
C  -0.760827  -4.035429  0.506178  -0.052
C  1.214049  -2.398702  0.112041  -0.108
C  0.487948  -1.167546  0.688799  -0.298
C  0.260083  -1.323544  2.186914  -0.040
C  -0.835925  -0.761460  -0.031107  -0.122
C  -0.646176  -0.178249  -1.380857  0.155
C  -1.553828  -0.314412  -2.463807  -0.084
C  -1.088005  -0.340990  -3.839603  -0.162
C  0.372853  -0.429504  -4.160125  -0.027
C  -1.983047  -0.350156  -4.903168  0.017
C  -3.365774  -0.414917  -4.715968  -0.202
C  -4.309740  -0.314188  -5.878578  -0.013
C  -3.836661  -0.524542  -3.409839  0.016
C  -2.990074  -0.508282  -2.303905  -0.141
C  -3.640235  -0.726892  -0.976350  -0.026
C  2.564563  -2.277514  -0.281820  -0.213
C  3.274105  -0.944612  -0.227699  -0.048
C  3.289542  -3.379393  -0.737971  -0.006
H  4.532239  -5.537568  -1.513296  0.079
H  3.584463  -6.602322  -0.444692  0.090
H  3.037929  -6.311070  -2.101704  0.087
H  0.935755  -5.771391  -0.431148  0.128
H  -1.207151  -3.301131  1.184457  0.057
H  -1.408319  -4.141795  -0.383365  0.092
H  -0.770979  -5.018390  1.007468  0.095
H  1.168623  -0.309623  0.560958  0.108
H  1.225809  -1.325106  2.697857  0.094
H  -0.331082  -0.492767  2.584841  0.064
H  -0.245794  -2.260616  2.441560  0.077
H  -1.418728  -1.673708  -0.223497  0.100
H  -1.418186  -0.136111  0.678177  0.145
H  0.362016  0.209338  -1.605965  0.133
H  0.479231  -0.432632  -5.256703  0.092
H  0.894349  0.443020  -3.763444  0.093
H  0.864057  -1.340888  -3.789725  0.106
H  -1.589497  -0.288561  -5.915707  0.133
H  -5.348596  -0.360227  -5.529831  0.089
H  -4.174550  0.636723  -6.415188  0.106
H  -4.147037  -1.122714  -6.603543  0.103
H  -4.909801  -0.600521  -3.236338  0.129
H  -4.718882  -0.545871  -1.100446  0.096
H  -3.552274  -1.766294  -0.607125  0.112
H  -3.247870  -0.034423  -0.230288  0.082
H  4.316723  -1.087807  -0.554505  0.084
H  2.812316  -0.215434  -0.912947  0.075
H  3.304987  -0.525968  0.791050  0.092
H  4.320862  -3.230507  -1.068337  0.119
C  0.637597  1.503407  4.380972  -0.116
N  1.297179  2.779787  4.306670  -0.301
C  2.331991  2.953610  5.285694  -0.108
C  0.483049  3.939961  4.009885  -0.177
C  0.547231  4.291250  2.526043  -0.358
C  -0.387502  5.481320  2.290567  -0.149
C  -0.719893  5.390696  0.799099  -0.160
C  -0.380867  3.946358  0.376625  -0.229
N  0.107192  3.285007  1.573822  -0.032
H  -0.085616  1.405068  3.557265  0.058
H  1.413776  0.721949  4.298538  0.080
H  0.101669  1.352754  5.343647  0.093
H  2.859915  3.899569  5.094298  0.088
H  1.951476  2.971179  6.327217  0.089
H  3.032637  2.111873  5.196627  0.083
H  -0.577485  3.787431  4.296852  0.130
H  0.898430  4.802448  4.556594  0.128
H  1.609137  4.573285  2.321719  0.154
H  -1.304493  5.316650  2.875659  0.115
H  0.069894  6.418863  2.602055  0.118
H  -1.763068  5.629183  0.609599  0.102
H  -0.077749  6.079911  0.242326  0.107
H  -1.262225  3.411541  -0.005677  0.093
H  0.357666  3.943111  -0.431439  0.100
H  0.761017  2.516029  1.424588  0.109

Forces on the atoms, in the same order (eV/Å):
0.141 -0.145 -0.110
-0.368 0.467 0.008
0.227 0.154 0.040
0.269 0.063 -0.290
-0.423 -0.164 -0.015
0.097 -0.461 0.056
0.311 0.255 -0.502
-0.074 -0.061 0.339
0.130 -0.610 0.281
-0.597 -0.798 -1.289
0.018 -0.145 0.195
0.050 0.261 -0.333
0.119 0.160 -0.579
0.629 -0.017 0.423
0.051 0.463 -0.110
-0.264 -0.097 0.118
0.231 0.077 0.682
-0.143 -0.573 -0.073
-0.688 0.286 0.121
-0.239 0.192 -0.093
0.463 -0.011 -0.176
-0.137 -0.063 0.113
-0.177 -0.183 0.026
0.015 0.162 -0.163
0.142 0.046 0.130
0.073 0.297 0.140
0.010 -0.295 -0.239
0.125 0.113 0.310
-0.035 0.456 -0.133
-0.281 -0.248 0.080
-0.101 -0.041 0.000
0.107 -0.123 -0.019
0.140 0.263 -0.014
-0.120 0.339 0.358
0.220 -0.068 -0.533
-0.485 -0.201 -0.014
0.155 0.090 0.480
0.206 -0.046 -0.023
-0.304 0.260 0.110
-0.028 -0.161 0.182
0.261 -0.019 -0.165
0.093 -0.245 0.189
0.040 0.164 0.184
0.266 -0.031 -0.038
0.375 -0.010 0.236
0.246 0.449 -0.211
-0.215 -0.201 0.071
-0.391 0.188 0.135
0.173 -0.068 0.289
-0.064 -0.054 -0.366
-0.268 -0.077 0.179
-0.048 -0.080 0.159
0.228 -0.031 -0.470
0.131 0.041 0.289
0.061 -0.576 -0.210
0.668 0.843 0.407
-0.191 -0.684 -0.280
0.342 0.225 -0.203
-0.199 -0.254 -0.295
-0.380 -0.551 0.737
0.272 0.035 0.302
-0.441 0.108 -0.005
0.062 -0.027 -0.239
-0.023 -0.382 0.110
0.094 0.012 -0.141
0.013 0.302 0.130
0.354 0.086 0.052
-0.379 -0.215 -0.091
-0.461 0.049 0.064
0.258 0.134 -0.039
-0.090 0.022 -0.100
0.024 0.123 -0.144
-0.283 -0.005 -0.034
0.048 0.143 0.009
0.097 0.098 -0.069
-0.135 0.591 0.077

=====

(2)
Formula: C12H24ClI2N2OP2Zr
Source: the Open Molecules 2025 dataset
Level of theory: wB97M-V/def2-TZVPD

The HOMO-LUMO gap is 6.13 eV. For the energy above the lowest of the compared OMol25 structures with the same formula, charge and spin, the calculation gives 0.0 kcal per mole. The total charge is +3. For the highest occupied orbital energy, the calculation gives -17.99 eV. For the lowest unoccupied orbital energy, the calculation gives -11.864 eV.

Last column: natural (NBO) charge in e.
Element x y z (Å)
I  -0.009826  -1.394392  -3.119692  0.287
I  0.014729  1.332253  -3.338290  0.222
Zr  -0.035625  0.546714  -0.064786  1.661
P  -2.679394  0.218836  0.033153  0.662
C  -3.529013  -0.209217  -1.507311  -0.902
C  -3.479383  -1.268505  0.827052  -0.864
H  -4.576090  -1.037590  0.838354  0.271
H  -4.906151  0.986768  0.765727  0.288
H  -3.072354  -1.495024  1.847147  0.267
H  -3.791945  1.601864  1.836347  0.283
H  -3.229949  -1.222262  -1.802415  0.255
H  -3.327363  -2.159269  0.170874  0.258
C  -3.878852  1.465269  0.728433  -0.906
H  -4.604821  -0.193827  -1.284284  0.282
H  -3.800410  2.468896  0.227601  0.265
H  -3.285297  0.475897  -2.323577  0.246
P  2.655395  0.070376  0.039175  0.721
C  3.598239  -0.134686  -1.465157  -0.935
C  3.804028  1.328220  0.821833  -0.908
H  3.001397  -1.634044  1.873721  0.269
H  4.519731  -1.238264  0.898741  0.270
H  3.271814  -2.286224  0.163248  0.258
C  3.423506  -1.420016  0.857430  -0.878
H  3.510441  1.684728  1.848893  0.264
H  4.820684  0.821153  0.877217  0.279
H  4.654863  -0.110238  -1.174319  0.276
H  3.359231  0.640612  -2.189369  0.246
H  3.972276  2.254696  0.188642  0.260
H  3.358347  -1.108200  -1.887157  0.257
Cl  0.348126  -0.152635  2.134649  -0.279
N  -0.629415  5.873359  4.103310  -0.802
C  -0.774222  4.595710  3.605616  0.619
O  -1.530050  3.754060  4.085046  -0.555
C  -0.122742  4.290530  2.339523  -0.169
C  0.154475  5.266128  1.338218  -0.011
C  0.470196  4.739075  0.082980  -0.213
C  0.403991  3.352391  -0.083565  0.021
N  -0.224041  2.473896  0.758577  -0.700
C  -0.229617  2.921295  2.093704  0.149
H  -1.227858  6.066919  4.945609  0.455
H  0.452760  6.162981  4.057293  0.418
H  0.333381  6.356128  1.501111  0.293
H  0.848564  5.398805  -0.703170  0.279
H  0.984652  3.053477  -0.998336  0.246
H  -0.563310  2.258159  2.896503  0.294

Forces on the atoms, in the same order (eV/Å):
0.008 0.803 0.415
-0.071 -0.841 0.501
0.886 -0.003 1.260
-3.520 -1.267 0.603
0.443 0.378 -1.252
0.785 -0.853 0.884
1.070 -0.255 0.195
1.097 0.649 -1.052
-0.644 0.209 -0.835
0.753 0.119 -0.782
-0.123 0.264 -0.013
-0.007 0.659 0.633
-0.105 0.745 1.177
0.346 0.040 -0.225
-0.433 -1.082 0.437
-0.320 -0.051 -0.029
2.909 -0.430 0.697
-0.209 0.059 -0.861
0.348 1.369 0.388
0.519 0.100 -0.946
-0.830 -0.003 0.095
-0.044 0.547 0.816
-0.970 -0.784 0.212
0.234 -0.557 -0.971
-1.390 0.540 0.033
-0.213 0.028 -0.344
0.289 0.047 -0.183
-0.468 -1.081 0.550
0.115 -0.029 -0.220
-0.600 -0.172 -1.019
2.629 -0.458 -0.081
-1.424 1.073 3.093
0.497 0.746 -0.478
-0.062 -0.183 -1.312
0.811 -0.804 0.227
0.279 -0.521 0.564
0.102 1.648 -1.858
2.903 1.000 1.647
-1.403 0.521 -2.191
1.337 -0.111 -0.943
-3.566 -0.182 0.643
-0.774 -1.035 0.235
-0.024 -0.500 0.177
-1.219 -0.566 0.584
0.059 0.221 -0.472